(1)
Molecular formula: C17H8BrF3O7
Method: DFT, the ωB97M-V functional and the def2-TZVPD basis

Geometry as ORCA input:
```
! wB97M-V def2-TZVPD RIJCOSX def2/J DEFGRID3
* xyz 0 1
O 1.363 -4.037 -2.248
C 1.017 -2.839 -2.280
O 0.005 -2.188 -3.064
C -0.152 -0.906 -2.399
O -1.104 -0.171 -2.754
C 1.002 -0.653 -1.328
C 1.231 0.683 -0.502
F 1.420 1.790 -1.368
F 2.224 0.605 0.494
F -0.009 0.945 0.192
C 1.766 -1.848 -1.262
Br 3.350 -2.310 -0.201
O 0.974 -3.502 6.401
C 0.827 -3.483 5.194
C 0.869 -2.214 4.436
C 0.705 -2.193 3.113
C 0.477 -3.437 2.348
O 0.330 -3.417 1.139
C 0.435 -4.706 3.105
C 0.598 -4.727 4.428
H 1.038 -1.312 5.012
H 0.732 -1.273 2.542
H 0.266 -5.607 2.529
H 0.571 -5.647 4.999
O -0.812 5.630 -0.204
C -1.201 5.052 -1.202
C -1.654 5.800 -2.394
C -2.082 5.166 -3.487
C -2.121 3.689 -3.553
O -2.510 3.112 -4.551
C -1.669 2.941 -2.360
C -1.241 3.576 -1.268
H -1.618 6.880 -2.330
H -2.417 5.697 -4.369
H -1.704 1.861 -2.425
H -0.905 3.045 -0.386
*
```

Its HOMO energy is -10.1 eV. For the orbital gap, the calculation gives 8.04 eV. As for the structure (SMILES): O=C1OC(=O)C(C(F)(F)F)=C1Br.O=C1C=CC(=O)C=C1.O=C1C=CC(=O)C=C1.

Atomic partial charges in e from the Löwdin method, atoms 1 to 4: 0.105 -0.330 0.117 -0.241


(2)
Molecular formula: C18H10I2N4O6PdS2Se
Method: DFT, the ωB97M-V functional and the def2-TZVPD basis

Geometry as ORCA input:
```
! wB97M-V def2-TZVPD RIJCOSX def2/J DEFGRID3
* xyz 0 3
Pd -0.798 0.084 -0.297
Se 4.435 0.287 5.361
N 4.527 0.119 3.584
C 3.305 0.005 3.151
C 2.962 -0.212 1.743
C 3.909 -0.325 0.727
C 3.484 -0.615 -0.553
C 2.124 -0.795 -0.783
N 1.218 -0.662 0.178
C 1.623 -0.354 1.411
C 0.563 -0.195 2.406
N -0.694 -0.222 1.946
C -1.702 -0.126 2.797
C -1.500 0.013 4.169
C -0.210 0.071 4.650
C 0.853 -0.035 3.753
C 2.261 0.049 4.154
N 2.650 0.188 5.387
H 4.955 -0.186 0.966
H 4.184 -0.711 -1.370
H 1.751 -1.078 -1.759
H -2.696 -0.154 2.368
H -2.351 0.081 4.831
H 0.003 0.200 5.703
O -4.447 1.521 -1.600
S -3.848 0.230 -1.683
O -4.644 -0.860 -2.183
O -3.272 -0.209 -0.310
C -2.422 0.321 -2.848
C -2.517 -0.612 -3.883
C -1.531 -0.727 -4.845
C -0.439 0.128 -4.830
C -0.351 1.097 -3.853
C -1.318 1.203 -2.851
S -0.874 2.397 -1.584
O -0.832 3.694 -2.178
O 0.449 1.868 -1.123
O -1.836 2.167 -0.496
H -3.378 -1.263 -3.902
H -1.617 -1.492 -5.605
H 0.344 0.031 -5.571
H 0.475 1.797 -3.842
I -2.162 -2.197 -0.640
I -0.637 -4.518 -0.698
*
```

Its HOMO energy (alpha / beta) is -9.1 / -9.2 eV. For the orbital gap (alpha / beta), the calculation gives 7.53 / 6.57 eV. As for the energy above the lowest of the compared OMol25 structures with the same formula, charge and spin: 24.0 kcal per mole.

Atomic partial charges in e from the Löwdin method, atoms 1 to 4: 0.846 1.137 -0.217 -0.331


(3)
Molecular formula: C18H11AsN4O2S10W
Method: DFT, the ωB97M-V functional and the def2-TZVPD basis

Geometry as ORCA input:
```
! wB97M-V def2-TZVPD RIJCOSX def2/J DEFGRID3
* xyz 0 1
W 0.655 0.205 -0.748
O 6.037 -2.454 3.057
C 5.129 -2.057 2.386
S 5.342 -1.110 0.889
C 3.636 -0.972 0.530
C 2.775 -1.531 1.374
S 1.067 -1.464 1.126
S 3.415 -2.350 2.776
S 3.163 -0.178 -0.949
O 1.718 1.747 0.135
N 1.103 2.823 0.667
C 1.695 4.019 0.491
C 1.192 5.111 1.144
C 0.084 4.941 1.979
C -0.492 3.704 2.135
C 0.028 2.600 1.445
S -0.514 0.991 1.504
H 2.535 4.001 -0.184
H 1.660 6.074 1.004
H -0.333 5.792 2.501
H -1.355 3.558 2.769
N -2.280 -3.031 -0.395
C -3.203 -2.119 0.096
C -4.514 -2.318 0.512
C -5.222 -1.190 0.859
C -4.634 0.083 0.770
C -3.331 0.264 0.361
C -2.583 -0.871 0.037
N -1.266 -1.058 -0.445
C -1.171 -2.341 -0.706
C -0.037 -2.841 -1.442
C 0.249 -4.084 -1.885
S 1.664 -4.014 -2.837
C 1.777 -2.342 -2.590
N 0.823 -1.845 -1.847
H -2.401 -4.022 -0.497
H -4.957 -3.304 0.548
H -6.248 -1.284 1.186
H -5.228 0.951 1.023
H -2.899 1.246 0.278
H -0.273 -5.007 -1.696
H 2.555 -1.733 -3.031
S 1.876 3.353 -2.806
As 1.739 1.327 -2.870
S -0.898 1.947 -1.426
S -0.665 0.537 -2.832
S 2.584 0.249 -4.396
*
```

Its HOMO energy is -7.1 eV. For the orbital gap, the calculation gives 6.26 eV. As for the energy above the lowest of the compared OMol25 structures with the same formula, charge and spin: 16.2 kcal per mole.

Atomic partial charges in e from the Löwdin method, atoms 1 to 4: 0.777 -0.050 -0.999 0.980


What did we get for maximum force? Answer: 0.1144, 0.0354, 0.0318 Eh/bohr, in the order shown.
What did we get for electronic energy? Answer: -4052.773188, -5283.463128, -7346.874623 hartree, in the order shown.